C32H50Cl3FI2N3O13 | ωB97M-V/def2-TZVPD

Output
* HOMO: -11.525 eV
* DFT total energy: -4466.96289 hartree
* charge: +1
* gap between HOMO and LUMO: 6.7 eV
* 2S+1: 1

Geometry (Å):
C  3.029  -0.961  3.555
C  1.642  -0.229  4.059
C  0.654  -1.227  4.905
C  0.857  0.594  2.833
C  0.564  -0.369  1.540
C  -1.015  -0.562  1.152
C  -1.243  -2.073  0.506
I  -1.105  -3.661  2.068
C  -0.306  -2.391  -0.801
C  0.032  -4.019  -0.982
I  -1.272  -1.818  -2.730
C  -2.182  -0.368  2.287
N  -3.148  0.743  1.825
C  -2.933  2.099  2.450
C  -2.781  3.348  1.403
O  -1.783  3.563  0.543
Cl  -4.125  4.677  1.430
C  -3.041  0.604  0.325
N  -4.133  0.677  -0.504
F  -3.891  0.536  -1.854
C  -5.561  0.884  -0.051
Cl  -6.595  1.009  -1.628
C  -6.202  -0.343  0.827
C  -5.761  -1.848  0.342
Cl  -8.083  -0.235  0.812
N  -1.578  0.351  0.039
H  3.137  -1.039  2.388
H  4.002  -0.446  3.955
H  3.018  -2.062  3.976
H  1.978  0.627  4.821
H  1.307  -2.130  5.329
H  -0.267  -1.632  4.293
H  0.259  -0.654  5.868
H  -0.069  1.180  3.243
H  1.642  1.426  2.492
H  1.184  0.093  0.631
H  1.013  -1.458  1.688
H  -2.373  -2.113  0.125
H  0.735  -1.857  -0.813
H  0.544  -4.149  -2.053
H  -0.956  -4.657  -1.029
H  0.822  -4.406  -0.206
H  -1.766  -0.228  3.391
H  -2.963  -1.251  2.472
H  -2.038  2.112  3.204
H  -3.908  2.326  3.100
H  -5.627  1.941  0.442
H  -5.901  -0.152  1.965
H  -4.857  -2.265  0.997
H  -6.659  -2.603  0.551
H  -5.469  -1.867  -0.812
H  -0.907  1.143  0.114
C  2.680  3.689  -1.495
C  2.713  2.569  -2.515
C  1.577  2.608  -3.494
O  1.469  1.250  -3.883
C  1.928  0.511  -2.828
O  1.815  -0.699  -2.731
O  2.525  1.309  -1.892
H  3.393  3.491  -0.687
H  2.929  4.649  -1.958
H  1.693  3.773  -1.027
H  3.684  2.550  -3.022
H  1.790  3.243  -4.358
H  0.624  2.915  -3.048
C  8.991  1.311  -3.629
C  7.661  1.876  -3.173
C  6.777  2.325  -4.298
O  5.968  3.306  -3.672
C  6.713  3.819  -2.646
O  6.413  4.810  -2.001
O  7.843  3.077  -2.441
H  9.673  1.204  -2.778
H  8.860  0.333  -4.102
H  9.485  1.979  -4.342
H  7.152  1.160  -2.519
H  6.162  1.515  -4.697
H  7.321  2.802  -5.121
C  -0.639  -5.583  7.751
C  -1.816  -4.805  7.198
C  -2.300  -5.303  5.869
O  -2.902  -4.146  5.316
C  -2.256  -3.075  5.869
O  -2.381  -1.922  5.494
O  -1.446  -3.469  6.898
H  -0.195  -5.052  8.600
H  -0.948  -6.580  8.080
H  0.153  -5.693  7.003
H  -2.624  -4.770  7.937
H  -3.030  -6.110  5.965
H  -1.494  -5.625  5.201
C  -3.288  1.610  -6.083
C  -1.829  1.509  -6.480
C  -0.904  2.290  -5.595
O  0.191  2.545  -6.456
C  -0.314  2.558  -7.727
O  0.302  2.927  -8.712
O  -1.604  2.106  -7.746
H  -3.929  1.209  -6.875
H  -3.482  1.059  -5.158
H  -3.589  2.653  -5.936
H  -1.531  0.457  -6.549
H  -0.584  1.722  -4.718
H  -1.318  3.251  -5.269

Force components x, y, z for each atom (eV/Å):
C -0.077 -0.686 -0.023
C 0.023 1.092 0.496
C 0.488 0.094 0.676
C 1.728 0.066 0.202
C 0.120 0.515 -0.307
C -1.756 -2.087 -0.368
C -0.764 0.946 -1.550
I -0.089 0.990 -0.721
C 1.275 -1.720 0.624
C 0.273 0.350 -1.421
I 0.179 -0.210 1.169
C -0.783 -0.924 1.990
N 0.653 -0.811 -1.894
C -1.547 1.636 0.883
C 4.837 1.837 -4.299
O -6.533 -2.063 5.769
Cl 1.737 -2.179 0.186
C 2.049 1.383 1.479
N 3.505 -0.555 1.893
F -0.059 0.141 1.708
C -2.371 0.533 -0.701
Cl 1.442 0.094 1.639
C 0.689 -0.522 1.262
C 0.061 -0.400 0.152
Cl 2.105 0.131 0.090
N -1.026 -0.627 0.350
H -0.313 0.226 2.220
H -2.023 -0.839 -0.716
H 0.141 2.193 -0.921
H -0.745 -1.858 -1.662
H -1.580 1.838 -1.034
H 2.034 0.769 1.224
H 0.613 -1.226 -2.187
H 1.616 -1.312 -0.772
H -1.813 -1.748 0.655
H -1.652 -1.066 1.669
H -1.095 2.332 -0.099
H 2.361 -0.063 0.974
H -2.203 -0.722 0.143
H -1.117 0.410 2.354
H 2.036 1.271 0.406
H -1.836 0.818 -1.283
H -0.933 0.250 -2.441
H 2.246 1.322 -0.871
H -1.435 -0.102 -1.773
H 2.202 -0.316 -1.494
H 0.135 -2.159 -0.764
H -0.650 -0.480 -2.626
H -1.804 1.140 -1.473
H 1.974 1.874 -0.620
H -0.727 0.022 2.511
H -1.543 0.363 -0.788
C 0.050 -0.101 0.335
C 0.322 1.553 0.451
C 0.064 0.844 -0.544
O 0.360 -1.138 0.763
C -0.150 -2.017 0.150
O 0.308 2.453 -0.108
O -0.655 -1.263 -0.555
H 0.040 0.118 -0.254
H 0.044 -0.200 0.048
H 0.009 -0.050 -0.155
H -0.145 0.041 -0.058
H -0.081 -0.253 0.008
H 0.157 0.073 0.154
C 0.324 0.126 0.151
C 0.993 -0.984 -0.459
C -0.228 -0.598 -0.699
O 0.123 0.571 0.799
C -0.284 2.122 1.474
O 0.503 -2.245 -1.463
O -1.034 0.882 -0.009
H -0.197 -0.109 -0.103
H -0.036 0.136 0.102
H -0.177 -0.047 0.062
H -0.087 0.026 -0.080
H -0.059 0.210 0.068
H 0.097 -0.140 0.153
C 0.310 0.199 0.118
C 0.699 -1.161 0.776
C -0.323 -0.888 -0.049
O 0.282 1.232 0.159
C -0.090 1.800 -0.444
O 0.098 -2.222 0.598
O -0.742 0.858 -1.116
H -0.201 -0.147 -0.052
H -0.014 0.179 -0.041
H -0.180 0.015 0.002
H -0.037 -0.028 -0.128
H -0.001 0.223 -0.126
H 0.062 -0.001 0.217
C -0.268 0.113 -0.288
C -1.184 -0.281 0.596
C 0.065 -0.199 0.840
O -0.047 0.075 -0.790
C 1.302 0.885 -2.467
O -1.414 -0.864 2.417
O 1.051 0.394 -0.143
H 0.141 -0.075 0.185
H 0.082 0.011 -0.118
H 0.147 -0.096 0.003
H 0.098 0.057 0.093
H 0.049 0.052 -0.282
H -0.194 -0.101 -0.106